{
  "formula": "C27H72Cl2O28S9V",
  "method": "ωB97M-V/def2-TZVPD",
  "symbols": ["H", "H", "H", "S", "O", "Cl", "H", "H", "H", "C", "H", "H", "S", "H", "C", "V", "H", "H", "H", "H", "H", "O", "H", "H", "O", "O", "H", "H", "H", "H", "H", "H", "H", "C", "H", "O", "C", "O", "H", "Cl", "H", "H", "S", "H", "C", "H", "C", "C", "S", "H", "O", "H", "C", "H", "C", "C", "C", "C", "O", "O", "C", "H", "O", "H", "O", "H", "S", "O", "H", "C", "H", "H", "O", "H", "H", "H", "H", "C", "O", "H", "C", "H", "C", "O", "H", "C", "O", "O", "H", "C", "H", "H", "C", "H", "C", "O", "C", "C", "H", "H", "H", "C", "H", "O", "H", "H", "O", "H", "S", "O", "O", "O", "O", "H", "H", "C", "O", "O", "C", "H", "S", "S", "H", "O", "O", "H", "C", "H", "H", "H", "H", "H", "H", "H", "H", "H", "S", "H", "H"],
  "xyz": [[2.262, 0.502, 2.672], [-4.486, 0.732, -3.646], [1.342, 3.895, -1.169], [-1.186, -5.362, 1.698], [-1.096, -3.889, 1.940], [0.034, -0.276, -0.497], [-5.108, -6.702, 2.776], [1.241, -0.305, -7.379], [-1.231, 5.670, 2.645], [6.303, -5.607, 1.688], [1.481, 7.345, 2.773], [1.233, 9.032, 2.419], [0.956, 7.834, 0.513], [2.836, 0.662, 4.303], [0.678, 1.148, 3.855], [-0.311, -2.140, 0.926], [6.027, -3.620, 2.595], [-6.728, -2.346, -0.492], [5.955, -0.380, -4.966], [-2.692, -1.561, -4.610], [1.417, 0.425, -5.212], [0.374, -1.651, 2.258], [1.647, -0.701, 3.846], [1.111, 1.918, -3.136], [2.993, -2.113, -3.907], [-1.740, 3.358, 1.148], [5.571, -6.222, 1.146], [-3.398, -4.041, 2.796], [-0.373, 3.646, -1.082], [1.032, 2.692, -4.731], [-2.632, 0.889, 0.328], [-4.447, 0.909, 0.605], [3.324, 2.421, -2.227], [-4.954, -2.901, 0.220], [-4.045, 1.822, 6.161], [0.825, 4.746, 4.007], [-2.301, 5.456, 2.775], [-2.451, -1.522, -2.497], [-2.913, 0.827, -4.418], [1.425, -3.448, -0.119], [-0.747, 5.847, 0.403], [0.076, 0.761, -8.347], [-0.958, -0.302, -6.690], [-4.189, -3.659, 0.289], [1.700, 8.165, 2.123], [0.225, 5.135, -1.901], [5.681, -4.238, 1.752], [3.060, 3.629, 4.754], [1.384, 3.566, 4.639], [-3.145, -5.463, 3.931], [3.414, 0.372, -3.735], [-0.505, -2.873, -4.040], [-4.981, -5.611, 2.883], [-3.282, 1.272, 1.929], [-3.470, 0.310, -3.658], [0.545, 1.999, -4.041], [-3.480, 0.679, 1.039], [-3.541, -5.143, 2.965], [-1.610, -2.942, -0.699], [5.874, -3.536, 0.527], [-3.280, -1.185, -3.742], [0.011, 0.855, 3.079], [-2.700, -5.832, 1.931], [4.167, -0.474, 1.010], [-2.725, -3.926, -2.594], [-5.555, -2.541, -1.854], [-3.588, -1.038, 1.527], [3.382, -0.616, -5.901], [-6.313, -3.926, -1.222], [-5.916, -2.968, -0.941], [2.271, 0.046, -1.987], [-4.044, 3.507, 4.279], [-2.234, 2.990, 3.445], [0.212, 4.619, 1.137], [-0.369, 2.350, -3.610], [-5.549, -5.175, 3.718], [3.367, -1.924, 0.339], [0.475, 0.680, -4.752], [0.917, 3.180, 5.946], [-0.981, -6.863, -0.044], [-0.347, -2.870, -2.971], [7.277, -5.620, 1.170], [1.922, 0.328, 3.698], [1.046, 2.497, 3.582], [-3.075, 0.699, -2.762], [-3.179, 2.999, 4.619], [-0.480, 7.929, 0.644], [-4.183, -1.638, 0.157], [-5.455, -2.912, 1.128], [-3.462, 1.656, 5.251], [0.145, 1.067, 4.798], [0.086, -3.854, -2.749], [0.195, 5.293, 0.278], [-1.992, -5.536, -0.470], [4.166, -1.550, 1.006], [-2.227, -0.046, -7.338], [0.310, 4.458, -1.040], [5.495, -1.240, -4.482], [2.756, 8.190, 1.932], [-0.196, -5.320, -0.423], [4.612, -4.396, 1.897], [-1.073, -5.779, 0.029], [5.786, -1.398, -3.470], [-4.512, -1.159, 2.592], [0.085, -1.059, -8.535], [4.863, 1.507, -1.629], [6.741, -1.501, 1.487], [0.209, -0.220, -4.139], [-2.654, 3.839, 2.158], [-0.909, -1.594, -6.042], [-0.294, -6.160, 2.477], [1.688, 8.536, -0.470], [-2.264, -1.635, 1.688], [3.415, 2.816, 5.367], [4.002, -1.879, 2.009], [3.770, 1.597, -1.735], [-0.576, 0.793, -5.724], [5.870, -1.630, -0.903], [3.286, 0.305, -2.237], [5.725, -2.186, -4.947], [5.781, -1.968, 0.512], [3.649, -0.986, -4.549], [3.361, 3.524, 3.723], [1.261, 6.267, 0.262], [-4.075, 3.781, 1.971], [-5.353, -5.146, 1.957], [0.271, -0.169, -7.853], [0.306, -2.075, -2.678], [-2.575, 1.161, 5.591], [-2.450, 5.504, 3.855], [3.441, 4.564, 5.229], [-3.864, 1.027, 4.465], [3.487, 1.682, -0.714], [3.917, -0.497, -1.935], [6.403, -6.043, 2.690], [-4.193, -1.809, -3.743], [-1.910, -2.815, -2.147], [-2.658, 3.627, 5.343], [-2.947, 6.171, 2.231]],
  "multiplicity": 2,
  "molar_mass_g_mol": 1255.30,
  "s2": 0.772,
  "energy_ev": -234744.6740
}

{
  "formula": "C25H23N6OS2V",
  "method": "ωB97M-V/def2-TZVPD",
  "symbols": ["C", "V", "C", "H", "C", "N", "C", "H", "H", "H", "N", "N", "C", "C", "H", "C", "H", "C", "H", "H", "H", "C", "H", "C", "C", "C", "H", "H", "C", "C", "N", "N", "N", "H", "H", "C", "S", "H", "H", "O", "H", "C", "H", "C", "C", "H", "C", "C", "H", "C", "H", "C", "C", "C", "C", "H", "S", "H"],
  "xyz": [[-1.023, -1.301, 2.658], [0.238, 0.069, 0.350], [-1.026, -3.716, 1.906], [-1.639, -2.484, 4.306], [-0.030, 5.676, 2.579], [-0.477, 0.491, -1.464], [-0.024, 1.714, -3.449], [3.536, -2.818, -3.479], [4.367, -4.579, -1.974], [-1.062, -0.790, 4.644], [-1.009, 1.014, 2.881], [-2.034, 1.892, -6.066], [3.486, -2.700, -2.408], [3.744, -3.615, -0.167], [-2.761, 2.323, -5.510], [-1.560, -0.064, -1.978], [3.198, -2.240, 1.351], [-0.467, 3.353, 2.723], [-2.264, 5.125, 4.990], [0.568, 2.532, -3.923], [-1.860, 2.754, 4.227], [-1.943, 0.190, -3.306], [3.914, -4.435, 0.539], [-1.353, 3.586, 3.743], [-0.450, -4.126, -0.368], [2.978, -1.531, -1.845], [0.524, 6.555, 2.158], [0.887, 4.321, 1.276], [2.926, -1.411, -0.486], [3.959, -3.682, -1.516], [-0.745, -0.117, 2.167], [-0.225, -1.932, 0.539], [3.265, -2.463, 0.346], [-2.861, -0.258, -3.762], [0.231, -2.462, -1.396], [-0.483, 2.026, 2.228], [-0.192, 0.120, -6.415], [-1.079, -5.694, 1.003], [-1.139, 6.927, 3.933], [0.021, 1.827, 1.016], [-0.492, -4.790, -1.244], [-1.165, 1.049, -5.537], [-1.387, -4.034, 2.890], [0.253, 1.504, -2.137], [-0.947, 5.940, 3.599], [-2.097, -0.840, -1.468], [-0.724, -2.401, 1.752], [-1.068, 1.007, -4.033], [2.687, -0.711, -2.444], [-1.605, -1.408, 4.003], [-2.619, -1.083, 3.990], [-0.065, -2.809, -0.451], [0.179, 4.422, 2.066], [-1.560, 4.864, 4.210], [-0.806, -4.641, 0.889], [1.062, 1.955, -1.605], [2.456, 0.028, 0.502], [-2.236, 1.870, -7.034]],
  "multiplicity": 2,
  "molar_mass_g_mol": 538.58,
  "s2": 0.778,
  "energy_ev": -84618.8827,
  "total_charge": 3
}

{
  "formula": "C4H3N5OS",
  "method": "ωB97M-V/def2-TZVPD",
  "symbols": ["N", "H", "H", "C", "N", "O", "N", "S", "C", "N", "C", "C", "H", "N"],
  "xyz": [[0.595, 1.863, 0.486], [-0.310, -1.803, -1.515], [0.651, 3.585, -1.197], [0.788, 0.955, 1.403], [0.921, -1.066, 2.338], [-0.182, -1.967, -0.562], [0.017, 0.180, -1.055], [0.080, 2.635, -1.977], [0.125, -0.709, -0.100], [1.241, -0.230, 3.273], [0.225, 1.457, -0.731], [0.580, -0.379, 1.185], [1.539, 1.875, 3.127], [1.137, 1.013, 2.734]],
  "multiplicity": 1,
  "molar_mass_g_mol": 169.17,
  "energy_ev": -24528.9967,
  "smiles": "Oc1nc(S)nc2[nH]nnc12"
}

{
  "formula": "C30H84O12",
  "method": "ωB97M-V/def2-TZVPD",
  "symbols": ["C", "H", "O", "C", "H", "H", "C", "O", "C", "H", "H", "H", "H", "H", "H", "H", "C", "H", "H", "H", "C", "H", "O", "H", "H", "H", "O", "H", "H", "H", "H", "C", "H", "O", "C", "H", "H", "C", "O", "C", "C", "O", "H", "C", "H", "H", "H", "H", "H", "H", "O", "H", "H", "H", "H", "C", "H", "H", "H", "H", "H", "H", "H", "H", "H", "H", "C", "H", "H", "C", "H", "H", "C", "O", "H", "H", "H", "H", "H", "C", "H", "H", "C", "H", "C", "H", "H", "H", "H", "H", "H", "H", "C", "H", "C", "H", "C", "H", "H", "H", "C", "C", "H", "H", "H", "H", "H", "H", "H", "H", "O", "C", "C", "O", "H", "H", "H", "H", "C", "O", "H", "C", "C", "H", "C", "H"],
  "xyz": [[0.122, -4.663, -0.351], [0.718, -0.849, -5.394], [-0.029, 1.719, -4.998], [1.440, 4.599, -2.753], [-5.016, 2.835, -0.730], [-3.622, 3.268, -1.814], [0.852, 1.274, 4.276], [-0.589, -5.517, -1.282], [2.963, -2.831, 5.166], [1.751, -2.222, -5.075], [3.762, 1.028, 2.914], [3.133, -2.324, 7.333], [0.566, -0.151, -0.663], [4.522, -3.103, 6.498], [0.349, 0.603, 4.982], [0.495, 4.581, -0.722], [3.917, -2.804, 3.980], [3.880, -0.812, -3.136], [0.991, 2.119, 2.098], [1.503, 1.902, 4.859], [0.439, 4.043, -1.717], [2.680, 1.459, -2.205], [-3.986, -2.606, -2.042], [4.260, -1.486, 6.204], [-1.356, 2.365, 5.329], [-6.299, -2.041, 0.324], [0.178, -3.076, 2.798], [-4.547, -3.203, -2.533], [0.581, 3.448, -4.158], [-1.800, 2.387, -0.218], [-2.176, 2.381, -6.606], [-4.211, 3.590, -0.960], [-4.686, -0.128, 0.129], [2.555, 1.332, 1.309], [2.986, -1.349, -2.793], [1.597, -6.158, 0.221], [-3.257, -1.249, 0.103], [-5.555, -2.585, -0.300], [1.801, -2.002, 4.987], [-4.829, -1.737, -1.269], [0.854, -5.515, 0.688], [-2.675, 4.975, 0.344], [-1.715, 3.624, 4.135], [-1.812, -1.932, 3.762], [1.406, 0.579, 3.604], [5.035, 0.606, -1.825], [-1.979, -1.255, 2.906], [4.683, 1.929, -2.889], [-3.389, 2.011, -5.482], [0.225, -2.362, 2.196], [0.156, 2.573, 2.294], [-2.772, 0.762, -3.522], [2.512, -0.692, -5.504], [-1.104, -1.488, 4.480], [-0.976, -3.772, 4.230], [1.663, -1.134, -4.950], [0.518, 2.962, -1.599], [0.122, -6.112, 1.206], [-1.680, -4.930, 1.900], [3.052, -2.412, -2.982], [0.893, -1.180, -2.979], [0.102, 2.140, -5.871], [1.622, -3.078, -0.418], [-0.529, 0.295, 0.608], [-3.004, -4.331, 2.930], [-1.730, 1.949, -2.795], [-2.106, -4.062, 2.367], [-0.907, -4.924, -1.970], [-4.150, 3.815, 1.169], [4.650, 1.658, -1.833], [1.350, -4.857, 1.396], [1.228, 1.036, -4.002], [0.108, -0.529, 0.265], [1.731, 0.623, -3.302], [1.347, -2.413, 4.228], [4.510, 1.958, 1.704], [-0.635, -4.069, 0.161], [-1.140, 0.261, -3.021], [4.295, 0.178, 1.522], [-0.924, 2.942, 4.495], [-4.796, -3.055, 0.340], [-5.511, -1.173, -1.907], [-4.000, -0.720, -0.509], [2.088, 6.619, -3.458], [1.620, 6.106, -2.570], [-2.745, -2.258, 4.204], [1.846, -4.365, -1.613], [2.249, 6.305, -1.691], [0.663, 6.631, -2.431], [2.462, 4.178, -2.694], [2.860, -1.196, -1.721], [-1.397, 0.317, -5.454], [1.108, -3.805, -1.062], [0.608, -3.107, -1.761], [3.831, 1.107, 1.868], [3.335, -2.922, 3.052], [-2.325, 2.260, -5.518], [-1.803, 4.798, -0.001], [-2.107, 3.165, -4.990], [-6.034, -3.436, -0.803], [3.711, -2.410, 6.398], [-2.567, 2.536, 0.569], [-0.171, 3.615, 4.925], [-1.010, 1.274, 3.171], [4.435, -1.840, 4.024], [5.203, 2.270, -1.145], [2.574, -3.873, 5.330], [-2.425, -3.340, 1.592], [-3.165, 1.590, 0.644], [2.674, 1.586, 0.370], [3.265, 1.669, -1.448], [-1.709, 1.075, -3.487], [-1.164, -3.239, 3.314], [0.941, 4.332, -4.083], [4.620, -3.675, 4.075], [-3.402, -0.048, -1.138], [-0.566, -1.339, -0.011], [-0.544, 4.269, -2.148], [-3.445, 3.732, 0.316], [1.051, -0.956, 1.159], [-2.106, 2.737, 1.513], [-0.250, 1.941, 3.530], [1.772, -0.801, -3.514], [-4.750, 4.494, -1.245], [-1.376, 1.275, -4.939], [1.532, -0.191, 1.510]],
  "multiplicity": 1,
  "molar_mass_g_mol": 636.99,
  "energy_ev": -57040.8359,
  "smiles": "CC(C)O.CC(C)O.CC(C)O.CC(C)O.CC(C)O.CC(C)O.CC(C)O.CC(C)O.CC(C)O.CO.CO.CO"
}

{
  "formula": "C6H8F4NO2",
  "method": "ωB97M-V/def2-TZVPD",
  "symbols": ["C", "F", "F", "O", "H", "H", "H", "H", "H", "C", "C", "O", "N", "C", "F", "H", "C", "C", "F", "H", "H"],
  "xyz": [[-0.276, 0.702, 1.441], [-4.159, -1.655, -0.538], [-5.033, -0.702, 1.179], [-2.649, 0.272, 0.539], [-0.291, -1.595, 1.228], [1.035, -1.208, -0.992], [-1.231, -0.427, -1.348], [-0.901, 0.612, 2.328], [0.483, 1.396, 1.613], [0.305, -0.655, 1.079], [0.629, -0.396, -0.358], [-3.761, 1.508, -1.002], [-1.044, 0.965, 0.263], [-4.718, -0.485, -0.066], [-5.784, -0.252, -0.768], [1.127, -0.830, 1.870], [-0.556, 0.341, -0.949], [-3.601, 0.612, -0.240], [-1.361, 2.244, 0.283], [-0.462, 1.171, -1.556], [1.409, 0.513, -0.297]],
  "multiplicity": 1,
  "molar_mass_g_mol": 202.13,
  "energy_ev": -22793.7275,
  "total_charge": 1
}

{
  "formula": "C21H17NO5",
  "method": "ωB97M-V/def2-TZVPD",
  "symbols": ["H", "C", "C", "H", "C", "C", "H", "H", "H", "C", "C", "C", "H", "H", "H", "C", "C", "H", "C", "H", "H", "C", "O", "C", "H", "O", "C", "C", "H", "O", "N", "C", "C", "C", "O", "C", "H", "H", "C", "H", "H", "O", "C", "C"],
  "xyz": [[-3.450, 1.114, 0.846], [-2.029, 2.688, 0.651], [-0.620, -2.602, 0.045], [3.443, -3.952, -0.691], [1.637, -1.941, 0.076], [3.202, -2.830, -2.444], [-0.844, -1.584, -1.863], [-1.945, -3.889, 0.623], [2.271, -4.617, -1.867], [-2.377, -0.850, -0.514], [0.286, -3.587, -0.730], [-1.792, 0.504, -0.365], [-2.694, 5.297, 0.329], [1.278, 0.911, 2.599], [-0.711, -0.449, 2.012], [-0.102, 2.183, -0.705], [0.244, -0.639, 1.550], [-0.522, 6.028, 1.343], [-1.493, -1.949, -1.069], [4.005, -1.439, -4.013], [3.713, -1.397, -0.057], [-0.859, 4.994, 1.418], [-3.516, -1.090, -0.181], [3.622, -2.076, -3.273], [3.447, 0.461, 1.548], [-0.064, -4.608, -1.276], [0.385, -1.649, 0.626], [2.659, -3.697, -1.415], [-0.542, 4.570, 2.380], [-1.391, -3.213, 1.035], [1.545, -3.069, -0.736], [-2.378, 4.890, 1.299], [-0.794, 3.071, 0.112], [2.752, -1.187, 0.385], [-2.783, 3.544, 1.410], [-0.592, 0.917, -0.945], [-2.877, 5.432, 2.104], [-2.137, -2.736, -1.471], [-2.508, 1.412, 0.414], [-0.021, 0.263, -1.584], [0.833, 2.509, -1.131], [-0.238, 4.292, 0.361], [2.592, -0.145, 1.289], [1.366, 0.114, 1.878]],
  "multiplicity": 1,
  "molar_mass_g_mol": 363.37,
  "energy_ev": -33778.7727,
  "smiles": "C#CCN1C(=O)[C@](O)(CC(=O)c2ccc3c(c2)OCCO3)c2ccccc21"
}

{
  "formula": "C4H11ClNP",
  "method": "ωB97M-V/def2-TZVPD",
  "symbols": ["H", "Cl", "H", "H", "H", "H", "C", "C", "P", "H", "H", "H", "N", "H", "C", "C", "H", "H"],
  "xyz": [[1.439, -0.107, -1.592], [-2.262, -1.987, 0.260], [-0.692, -2.084, 2.010], [0.422, -1.465, -1.118], [0.762, 2.052, -0.514], [-0.650, 2.013, -1.506], [-0.261, 1.783, -0.532], [0.472, -0.432, -1.554], [1.636, -0.488, 1.338], [-0.786, 2.264, 0.187], [0.070, -0.441, -2.527], [-1.493, 0.078, -0.772], [-0.688, -1.850, 1.046], [-0.889, 0.141, 1.437], [-0.459, 0.275, -0.481], [-0.164, -0.336, 0.836], [1.584, -0.087, 2.730], [1.957, 0.670, 0.750]],
  "multiplicity": 1,
  "molar_mass_g_mol": 139.57,
  "energy_ev": -27624.8382,
  "smiles": "CC(C)[C@H](P)NCl"
}

{
  "formula": "C16H20N2O2",
  "method": "ωB97M-V/def2-TZVPD",
  "symbols": ["H", "C", "C", "C", "H", "C", "H", "C", "H", "H", "H", "H", "N", "C", "H", "H", "C", "H", "H", "C", "C", "H", "C", "H", "C", "O", "C", "N", "H", "C", "H", "H", "C", "H", "H", "H", "O", "H", "C", "C"],
  "xyz": [[1.848, 4.646, -1.884], [1.426, 4.688, -0.853], [-1.967, 0.277, 0.413], [-0.236, 1.870, 0.996], [3.077, 5.558, -0.155], [1.825, -4.335, 0.621], [-0.301, -1.244, 0.094], [0.628, 2.913, 0.709], [-2.396, -3.964, -0.900], [1.999, -3.838, -2.744], [1.343, 3.255, 1.435], [5.530, -3.478, -0.089], [-1.076, 1.392, 0.055], [2.387, -4.170, -0.654], [-3.275, -2.025, 0.321], [-2.076, -4.295, 0.772], [3.885, -4.345, -0.892], [-2.826, 0.341, -0.241], [4.151, -4.028, -1.914], [0.575, 3.477, -0.567], [-1.366, -1.127, 0.230], [-0.563, -3.568, -2.284], [-2.202, -2.226, 0.176], [2.451, -4.511, 1.497], [-1.797, -3.644, -0.042], [4.552, -3.497, 0.032], [-1.150, 1.878, -1.199], [-0.347, -3.858, -0.244], [-0.397, 3.390, -2.515], [0.428, -4.153, 0.805], [-0.042, -4.203, 1.785], [4.124, -5.418, -0.720], [1.556, -3.910, -1.738], [-0.220, 1.406, 1.978], [-1.848, 1.512, -1.956], [-2.349, 0.356, 1.471], [2.518, 4.780, 0.081], [0.812, 5.600, -0.768], [-0.322, 2.965, -1.532], [0.156, -3.786, -1.487]],
  "multiplicity": 1,
  "molar_mass_g_mol": 272.35,
  "energy_ev": -23975.5750,
  "total_charge": 2,
  "smiles": "OCc1cc[n+](C/C=C/C[n+]2ccc(CO)cc2)cc1"
}